[1]
Molecular formula: C47H38N6O6S2Y
Method: DFT, ωB97M-V with the def2-TZVPD basis set

ORCA input file:
```
! RIJCOSX wB97M-V def2-TZVPD def2/J DEFGRID3
* xyz -1 1
Y -0.2572 1.3836 0.1279
O 1.9857 3.2113 -3.3585
C 1.6772 2.6505 -2.3055
N 0.6398 2.8584 -1.4917
C -0.1556 4.0159 -1.5987
C -0.3219 4.7962 -2.7428
C -1.1251 5.9303 -2.7014
C -1.7582 6.2991 -1.5248
C -1.5892 5.5406 -0.3740
C -0.7914 4.4013 -0.3954
N -0.5792 3.5512 0.7030
C -0.5186 4.0227 1.9564
O -0.5746 5.1878 2.3424
C -0.3716 2.9141 2.9826
C -0.5062 3.2257 4.3210
C -0.5076 2.2003 5.2520
C -0.3924 0.8956 4.8046
C -0.2480 0.6700 3.4488
N -0.2003 1.6551 2.5503
C 2.6135 1.5890 -1.7672
C 3.9024 1.5286 -2.2805
C 4.7979 0.6169 -1.7520
C 4.3645 -0.2213 -0.7357
C 3.0616 -0.0970 -0.2881
N 2.1958 0.7910 -0.7782
H 0.1823 4.5178 -3.6538
H -1.2568 6.5196 -3.6014
H -2.3786 7.1871 -1.4940
H -2.0619 5.8300 0.5531
H -0.6538 4.2603 4.5922
H -0.6485 2.4186 6.3023
H -0.4355 0.0577 5.4865
H -0.1850 -0.3338 3.0502
H 4.1583 2.2132 -3.0764
H 5.8132 0.5614 -2.1250
H 5.0164 -0.9622 -0.2917
H 2.6893 -0.7412 0.4921
C 0.0463 -1.2949 -2.9245
C -1.2343 -0.5366 -2.6837
C -2.4192 -1.2105 -2.3942
C -3.6250 -0.5299 -2.3694
C -3.6662 0.8412 -2.5946
C -2.4902 1.5355 -2.8197
C -1.2798 0.8456 -2.8686
H 0.0670 -1.6593 -3.9549
H 0.1071 -2.1556 -2.2625
H 0.9218 -0.6624 -2.7698
H -2.3842 -2.2746 -2.1971
H -4.5427 -1.0664 -2.1620
H -4.6114 1.3664 -2.5610
H -2.5042 2.6036 -3.0034
H -0.3884 1.3556 -3.2071
O -5.1350 1.2069 4.8945
S -4.2930 2.2483 4.3693
O -3.5929 3.0610 5.3267
N -3.2799 1.5963 3.2330
C -3.6339 1.9529 2.0335
S -3.0232 1.3610 0.5506
C -4.7465 2.9574 1.9751
C -5.2682 3.5935 0.8610
C -6.2551 4.5521 1.0535
C -6.6902 4.8804 2.3339
C -6.1667 4.2396 3.4504
C -5.2084 3.2722 3.2385
H -4.8847 3.3433 -0.1192
H -6.6842 5.0582 0.1981
H -7.4379 5.6526 2.4652
H -6.4900 4.4967 4.4509
C 5.0716 -6.2691 -2.9413
C 3.6891 -6.4126 -2.3565
C 2.9247 -7.5236 -2.6915
C 1.6345 -7.6612 -2.2033
C 1.1236 -6.7122 -1.3413
C 1.8817 -5.5998 -0.9680
N 1.2689 -4.6827 -0.1004
C 1.8412 -4.0197 0.9647
C 2.8882 -4.6111 1.6877
C 3.4504 -3.9737 2.7747
C 2.9734 -2.7343 3.1887
C 1.9322 -2.1507 2.4894
C 1.3528 -2.7626 1.3796
C 0.2604 -2.0458 0.6172
O -0.5368 -2.7060 -0.0584
O 0.1991 -0.7778 0.7789
C 3.1655 -5.4200 -1.5161
C 3.9600 -4.1593 -1.2880
H 5.3272 -7.1486 -3.5307
H 5.8246 -6.1499 -2.1592
H 5.1362 -5.3965 -3.5949
H 3.3384 -8.2738 -3.3553
H 1.0368 -8.5191 -2.4858
H 0.1279 -6.8239 -0.9293
H 0.3668 -4.2931 -0.3654
H 3.2405 -5.5885 1.3804
H 4.2620 -4.4499 3.3121
H 3.4057 -2.2366 4.0470
H 1.5578 -1.1828 2.7962
H 4.7041 -4.2855 -0.4966
H 3.3155 -3.3303 -1.0072
H 4.4885 -3.8748 -2.1981
*
```

The calculation puts the lowest unoccupied orbital energy at 2.2 eV. Its energy is -3428.90289 Ha. The calculation puts the HOMO energy at -0.1866 Eh.

***

[2]
Molecular formula: C3H2N2O2S
Method: DFT, ωB97M-V with the def2-TZVPD basis set

ORCA input file:
```
! RIJCOSX wB97M-V def2-TZVPD def2/J DEFGRID3
* xyz -2 3
C 0.4549 0.1723 0.7275
C 1.2056 0.0350 -0.4229
C -2.0442 -0.6082 0.2609
N -0.8990 0.3251 0.8103
N 0.6791 -0.5333 -1.5012
O 2.4478 0.3996 -0.3420
O -3.1520 -0.0805 0.1525
S 1.3490 -0.8434 -2.9434
H 1.0443 0.4464 1.5766
H -1.0854 0.6869 1.6817
*
```

The calculation puts the lowest unoccupied orbital energy (spin up / spin down) at 6.0 / 6.0 eV. Its energy is -773.52690 Ha. The calculation puts the HOMO energy (spin up / spin down) at 0.0714 / 0.0385 Eh.

***

[3]
Molecular formula: C6H13O2
Method: DFT, ωB97M-V with the def2-TZVPD basis set

ORCA input file:
```
! RIJCOSX wB97M-V def2-TZVPD def2/J DEFGRID3
* xyz -1 1
C -0.1685 1.0368 -2.2493
C 0.7455 1.9936 -1.5024
C -1.5661 0.9734 -1.6377
H -0.1795 1.2875 -3.3151
H 0.2657 0.0324 -2.2374
H 0.3617 3.0161 -1.5148
H -2.3926 0.7359 -2.3128
H -1.5656 0.2156 -0.8395
H 1.7422 2.0402 -1.9501
H 0.8408 1.6879 -0.4612
H -1.7796 1.8557 -1.0375
C 1.1897 -0.8369 1.4239
C 1.7399 -1.4944 0.1531
C -0.3512 -0.6590 1.4910
O -0.7759 0.5232 1.5419
O -1.0102 -1.7187 1.4964
H 1.4064 -1.4899 2.2703
H 1.6927 0.1125 1.5982
H 1.0613 -1.4421 -0.7031
H 2.0667 -2.5213 0.3386
H 2.6074 -0.9243 -0.1979
*
```

The calculation puts the lowest unoccupied orbital energy at 3.9 eV. Its energy is -386.94235 Ha. The calculation puts the HOMO energy at -0.1471 Eh.

***

[4]
Molecular formula: C5H9NOS
Method: DFT, ωB97M-V with the def2-TZVPD basis set

ORCA input file:
```
! RIJCOSX wB97M-V def2-TZVPD def2/J DEFGRID3
* xyz 0 1
C 0.7043 -2.2816 -0.8759
C -1.4278 0.4077 -1.8716
C 0.5012 1.3938 1.1477
C 0.5530 0.3521 2.2129
C 0.7327 -0.0329 0.7443
N -1.4859 1.6092 -1.7903
O -1.4466 -1.6203 0.1250
S -0.3105 -1.0129 -0.5141
H 0.3630 -3.1006 -1.4421
H 1.6916 -1.9180 -1.1667
H -2.0037 -0.4155 -2.2923
H -0.4070 1.9614 0.9220
H 1.4620 2.0354 1.1474
H 1.3976 0.3325 2.8954
H -0.3095 0.0654 2.6643
H 1.7647 -0.1844 0.4476
H -1.7791 2.4085 -2.3537
*
```

The calculation puts the lowest unoccupied orbital energy (spin up / spin down) at 0.3 / 0.3 eV. Its energy is -723.84678 Ha. The calculation puts the HOMO energy (spin up / spin down) at -0.2711 / -0.2712 Eh.

***

[5]
Molecular formula: C5H5NO2
Method: DFT, ωB97M-V with the def2-TZVPD basis set

ORCA input file:
```
! RIJCOSX wB97M-V def2-TZVPD def2/J DEFGRID3
* xyz 0 1
C 0.6569 -0.2312 0.2613
C 0.1279 1.0983 0.2571
C -1.3307 0.5142 -0.4538
C -0.5829 -0.8525 -0.3925
C 1.9385 -0.3413 -0.3985
H -0.3597 -1.9719 1.0418
H 0.6727 2.0945 0.1381
H -0.1690 1.4913 1.2341
H -1.4987 0.9273 -1.6281
H -2.4238 0.7942 0.1819
N 2.9800 -0.3737 -0.8720
O 0.8704 -1.1843 1.2745
O -0.8816 -1.9647 -0.6438
*
```

The calculation puts the lowest unoccupied orbital energy at -0.4 eV. Its energy is -398.51538 Ha. The calculation puts the HOMO energy at -0.3907 Eh.

***

[6]
Molecular formula: C22H16F6N4O6RuS2
Method: DFT, ωB97M-V with the def2-TZVPD basis set

ORCA input file:
```
! RIJCOSX wB97M-V def2-TZVPD def2/J DEFGRID3
* xyz -1 2
Ru 0.5250 0.0137 0.2954
F -3.0359 0.8372 0.7231
C -3.4946 0.6811 1.9599
F -3.3699 1.8382 2.6162
F -4.7905 0.3644 1.8983
S -2.5747 -0.6416 2.8568
O -1.1919 -0.2337 2.8326
O -3.2583 -0.7513 4.1042
N -2.8345 -1.9100 1.9554
S -1.7521 -2.3922 0.9333
O -1.1361 -1.3537 0.1119
O -0.8834 -3.4080 1.4527
C -2.8442 -3.2142 -0.2974
F -3.5160 -4.2119 0.2726
F -3.7074 -2.3515 -0.8189
F -2.0811 -3.7099 -1.2702
N 1.5529 -0.8682 2.0506
C 2.9603 -0.4772 1.8799
C 3.1316 0.8540 1.1370
O 4.1848 1.4513 1.2563
O 2.1500 1.2259 0.3693
H 1.1496 -0.5089 2.9079
H 1.4498 -1.8771 2.0741
H 3.4417 -1.2340 1.2589
H 3.5069 -0.4178 2.8214
C -0.4009 3.6872 2.7202
C -0.8721 4.5630 1.7505
C -1.0326 4.1139 0.4582
C -0.7335 2.7862 0.1423
N -0.3057 1.9409 1.0963
C -0.1276 2.3912 2.3396
C -0.8388 2.1968 -1.1975
C -1.4692 2.8579 -2.2535
C -1.6067 2.2335 -3.4787
C -1.1212 0.9381 -3.6348
C -0.4911 0.2907 -2.5845
C -0.3139 0.9003 -1.3340
H -0.2477 3.9955 3.7444
H -1.0997 5.5918 2.0006
H -1.3703 4.7874 -0.3158
H 0.2369 1.6700 3.0564
H -1.8738 3.8542 -2.1200
H -2.0970 2.7408 -4.3001
H -1.2390 0.4304 -4.5859
H -0.1258 -0.7174 -2.7408
N 4.7504 -4.4281 -3.9560
C 4.0912 -3.7456 -3.3041
C 3.2693 -2.8990 -2.4880
C 3.3762 -1.5099 -2.5713
C 2.5828 -0.7047 -1.7755
C 1.6494 -1.2353 -0.8705
C 1.5647 -2.6341 -0.8092
C 2.3555 -3.4567 -1.5972
H 4.0837 -1.0681 -3.2618
H 2.6888 0.3700 -1.8543
H 0.8690 -3.1118 -0.1322
H 2.2668 -4.5336 -1.5240
*
```

The calculation puts the lowest unoccupied orbital energy (spin up / spin down) at 2.6 / 2.2 eV. Its energy is -3009.01414 Ha. The calculation puts the HOMO energy (spin up / spin down) at -0.2102 / -0.2008 Eh.

***

[7]
Molecular formula: C43H31N4PPdS2
Method: DFT, ωB97M-V with the def2-TZVPD basis set

ORCA input file:
```
! RIJCOSX wB97M-V def2-TZVPD def2/J DEFGRID3
* xyz 2 1
Pd 0.2010 -0.1246 0.0184
C 0.5694 2.3855 -3.4552
C 0.7655 1.3376 -2.5488
N 0.1498 1.3131 -1.3838
C -0.7066 2.3191 -1.0101
C -0.9474 3.3977 -1.8766
C -0.2776 3.4044 -3.1202
C -1.8461 4.4107 -1.4715
C -2.4623 4.3045 -0.2596
C -2.2119 3.2290 0.6191
C -1.3224 2.2315 0.2794
N -0.9456 1.1238 1.0167
C -1.3263 0.6601 2.2647
C -2.0171 1.3211 3.2563
C -2.3694 0.6631 4.4549
C -2.0412 -0.6384 4.6900
C -1.3034 -1.3490 3.7150
C -0.8923 -2.6894 3.8751
C -0.1621 -3.3114 2.8997
C 0.1833 -2.5972 1.7470
N -0.1980 -1.3462 1.5731
C -0.9452 -0.6944 2.5244
H 1.0891 2.3649 -4.4019
H 1.4157 0.5048 -2.7761
H -0.4495 4.2269 -3.8036
H -2.0479 5.2405 -2.1350
H -3.1679 5.0628 0.0529
H -2.7460 3.2127 1.5534
H -2.2997 2.3546 3.1528
H -2.9227 1.2210 5.1983
H -2.3278 -1.1348 5.6071
H -1.1622 -3.2165 4.7821
H 0.1626 -4.3370 2.9990
H 0.7653 -3.0434 0.9522
S 0.9361 -1.8655 -1.4619
C -0.7867 -1.9097 -1.7017
N -1.4415 -1.0324 -0.9936
C -2.8191 -1.1085 -1.1787
C -3.7920 -0.3226 -0.5688
C -5.1123 -0.5612 -0.8943
C -5.4628 -1.5599 -1.8093
C -4.5015 -2.3427 -2.4179
C -3.1700 -2.1074 -2.0916
S -1.7457 -2.9307 -2.6878
H -3.5122 0.4484 0.1371
H -5.8911 0.0331 -0.4363
H -6.5051 -1.7239 -2.0450
H -4.7772 -3.1141 -3.1238
C 2.3375 0.3911 5.5875
C 2.3394 -0.7186 4.7527
C 2.2191 -0.5568 3.3846
C 2.0796 0.7177 2.8321
C 2.1208 1.8325 3.6732
C 2.2431 1.6634 5.0444
P 2.0795 0.8829 1.0345
C 2.0913 2.6287 0.6015
C 1.2691 3.5496 1.2586
C 1.2920 4.8842 0.8933
C 2.1218 5.3073 -0.1377
C 2.9359 4.3980 -0.7980
C 2.9271 3.0611 -0.4296
C 3.6707 0.2051 0.5150
C 4.7387 0.4489 1.3890
C 6.0138 0.0297 1.0560
C 6.2378 -0.6386 -0.1420
C 5.1868 -0.8724 -1.0139
C 3.9062 -0.4477 -0.6890
H 2.4347 0.2653 6.6575
H 2.4540 -1.7117 5.1671
H 2.2820 -1.4278 2.7458
H 2.0896 2.8340 3.2731
H 2.2801 2.5336 5.6857
H 0.6224 3.2296 2.0635
H 0.6651 5.5946 1.4153
H 2.1430 6.3521 -0.4187
H 3.5926 4.7306 -1.5906
H 3.5791 2.3607 -0.9364
H 4.5772 0.9623 2.3280
H 6.8338 0.2207 1.7347
H 7.2353 -0.9718 -0.3948
H 5.3598 -1.3819 -1.9521
H 3.1081 -0.6066 -1.3967
*
```

The calculation puts the lowest unoccupied orbital energy (spin up / spin down) at -6.8 / -6.8 eV. Its energy is -3141.42988 Ha. The calculation puts the HOMO energy (spin up / spin down) at -0.4667 / -0.4667 Eh.

***

[8]
Molecular formula: C55H57Br2IIrN3O3
Method: DFT, ωB97M-V with the def2-TZVPD basis set

ORCA input file:
```
! RIJCOSX wB97M-V def2-TZVPD def2/J DEFGRID3
* xyz 1 6
Ir 0.1823 0.2761 0.2544
C -0.2345 3.7468 3.5051
C -0.7519 4.7791 2.7348
C -1.1148 4.5299 1.4249
C -0.9495 3.2515 0.8955
N -0.4033 2.2808 1.6345
C -0.0754 2.5148 2.9048
C -1.3447 2.8692 -0.4691
C -2.1557 3.6913 -1.2521
C -2.4966 3.3201 -2.5421
C -2.0193 2.1287 -3.0731
C -1.2146 1.3031 -2.3000
C -0.9182 1.6461 -0.9912
H 0.0471 3.8949 4.5393
H -0.8737 5.7692 3.1551
H -1.5090 5.3272 0.8128
H 0.3112 1.6716 3.4679
H -2.5346 4.6243 -0.8525
H -3.1201 3.9719 -3.1421
H -2.2567 1.8456 -4.0913
H -0.8179 0.3970 -2.7383
C -3.4485 0.8362 3.2870
C -3.1927 0.4539 1.8252
C -4.1622 1.1859 0.8960
C -3.2381 -1.0474 1.6580
C -4.4752 -1.6620 1.5585
C -4.5846 -3.0385 1.5012
C -3.4385 -3.7987 1.5537
C -2.1610 -3.2415 1.6270
C -1.0568 -4.3153 1.6161
C 0.3478 -3.9479 2.0823
C -0.9778 -4.9508 0.2178
C -2.0694 -1.8336 1.6725
N -0.7660 -1.1922 1.7816
C -0.2821 -1.1576 2.9557
C 1.0634 -0.8266 3.4072
C 1.2520 -1.0640 4.7632
C 2.4921 -0.9783 5.3798
C 3.6114 -0.6612 4.6141
C 3.4688 -0.3990 3.2752
C 2.1986 -0.4274 2.6174
N 2.1243 -0.0234 1.3318
C 3.3780 0.0870 0.6308
C 3.9616 -1.1232 0.1917
C 5.1768 -1.0837 -0.4759
C 5.8175 0.1129 -0.7213
C 5.2487 1.2880 -0.2676
C 4.0489 1.3151 0.4321
C 3.6428 2.6852 0.9737
C 3.2901 2.7148 2.4623
C 2.5412 3.3235 0.1263
C 3.3179 -2.4816 0.4352
C 3.2662 -3.3438 -0.8322
C 4.0514 -3.2580 1.5391
H -3.3808 1.9202 3.4181
H -2.7238 0.3643 3.9586
H -4.4457 0.5133 3.5938
H -2.1948 0.7761 1.5632
H -5.2025 1.0275 1.1871
H -4.0339 0.8553 -0.1382
H -3.9727 2.2614 0.9362
H -5.3697 -1.0508 1.5381
H -5.5542 -3.5159 1.4307
H -3.5255 -4.8807 1.5392
H -1.4151 -5.0875 2.3014
H 0.7708 -3.1518 1.4745
H 0.9953 -4.8226 1.9961
H 0.3634 -3.6288 3.1276
H -0.7196 -4.2065 -0.5379
H -1.9334 -5.3864 -0.0748
H -0.2259 -5.7445 0.2024
H -0.9281 -1.5144 3.7606
H 0.3911 -1.3534 5.3559
H 2.5892 -1.1762 6.4393
H 4.5916 -0.6161 5.0710
H 4.3309 -0.1227 2.6865
H 5.6279 -2.0126 -0.8065
H 6.7638 0.1314 -1.2465
H 5.7683 2.2246 -0.4366
H 4.5315 3.3084 0.8652
H 2.3411 2.2256 2.6625
H 3.2004 3.7531 2.7889
H 4.0668 2.2396 3.0667
H 1.7113 2.6353 -0.0197
H 2.9133 3.5781 -0.8650
H 2.1630 4.2339 0.6017
H 2.2991 -2.3129 0.7736
H 4.2471 -3.7704 -1.0526
H 2.9493 -2.7707 -1.7030
H 2.5772 -4.1817 -0.6849
H 5.1187 -3.3231 1.3172
H 3.6552 -4.2741 1.6085
H 3.9366 -2.7836 2.5143
O 0.0619 -1.7804 -1.0249
H 0.4817 -2.5641 -0.6449
H 0.6379 -1.5505 -1.8572
Br 1.5885 3.3952 -3.5151
C 3.0202 2.2187 -3.9242
C 4.0718 2.7641 -4.6477
C 5.1118 1.9532 -5.0742
C 5.0802 0.5928 -4.8146
C 4.0231 0.0545 -4.1014
C 2.9960 0.8567 -3.6124
C 1.9607 0.1605 -2.7488
O 1.5837 -0.9663 -3.1396
O 1.5636 0.7640 -1.7019
H 4.0619 3.8191 -4.8874
H 5.9346 2.3871 -5.6289
H 5.8767 -0.0486 -5.1719
H 3.9768 -1.0093 -3.9057
Br -5.4584 -4.3287 -1.9849
C -5.8618 -2.5280 -2.4074
C -7.1437 -2.2404 -2.8558
C -7.4984 -0.9337 -3.1482
C -6.5786 0.0892 -2.9764
C -5.2941 -0.1986 -2.5422
C -4.9184 -1.5096 -2.2688
I -2.9405 -1.8732 -1.7089
H -7.8579 -3.0438 -2.9768
H -8.4956 -0.7188 -3.5109
H -6.8561 1.1149 -3.1868
H -4.5693 0.5959 -2.4182
*
```

The calculation puts the lowest unoccupied orbital energy (spin up / spin down) at -3.2 / -5.7 eV. Its energy is -8069.78112 Ha. The calculation puts the HOMO energy (spin up / spin down) at -0.3736 / -0.3818 Eh.

***

[9]
Molecular formula: C10H8N2RuSe4
Method: DFT, ωB97M-V with the def2-TZVPD basis set

ORCA input file:
```
! RIJCOSX wB97M-V def2-TZVPD def2/J DEFGRID3
* xyz 2 1
Ru -0.5679 -0.3735 0.0516
C -4.3743 -0.0797 -1.8687
C -4.8907 1.0933 -1.3361
C -4.1278 1.8412 -0.4498
C -2.8756 1.3804 -0.0829
N -2.3891 0.2306 -0.6023
C -3.1089 -0.4768 -1.4805
C -1.9687 2.0168 0.8879
C -2.1482 3.2547 1.4779
C -1.1819 3.7341 2.3530
C -0.0614 2.9659 2.6325
C 0.0504 1.7249 2.0323
N -0.8754 1.2748 1.1784
H -4.9422 -0.6843 -2.5605
H -5.8894 1.4149 -1.5987
H -4.5074 2.7660 -0.0401
H -2.6554 -1.3882 -1.8494
H -3.0288 3.8386 1.2524
H -1.3100 4.7063 2.8094
H 0.7122 3.3138 3.3011
H 0.8902 1.0705 2.2287
Se -1.4635 -2.1962 1.4978
Se -0.2626 -3.9761 1.0996
Se 1.5879 -3.4256 -0.3266
Se 1.3641 -1.3126 -0.9153
*
```

The calculation puts the lowest unoccupied orbital energy (spin up / spin down) at -9.8 / -9.8 eV. Its energy is -10195.42255 Ha. The calculation puts the HOMO energy (spin up / spin down) at -0.5748 / -0.5745 Eh.

***

[10]
Molecular formula: CH2NO3S
Method: DFT, ωB97M-V with the def2-TZVPD basis set

ORCA input file:
```
! RIJCOSX wB97M-V def2-TZVPD def2/J DEFGRID3
* xyz -1 1
C -1.4941 -1.0854 0.3988
N -2.0357 -0.5071 -0.5569
O 1.3912 2.4490 -0.5698
O 2.0054 0.3722 -1.5390
O 1.5334 0.4759 0.9453
S 1.2585 0.9838 -0.4157
H -1.5197 -2.1245 0.4943
H -1.1390 -0.5638 1.2432
*
```

The calculation puts the lowest unoccupied orbital energy (spin up / spin down) at 3.8 / 3.0 eV. Its energy is -717.92379 Ha. The calculation puts the HOMO energy (spin up / spin down) at -0.1784 / -0.1303 Eh.

***

Q: Number 3 is which compound?
A: C6H13O2